Density functional theory data (ωB97M-V with the def2-TZVPD basis set) for a structure of composition C62H72Ge2N2O7PRuS3 in a non-equilibrium geometry.

Output
* ⟨S²⟩: 0.76
* net charge: -2
* orbital gap (alpha / beta): 6.016 / 6.007 eV
* 2S+1: 2

Structure (XYZ):
```
150
C62H72Ge2N2O7PRuS3, DFT ωB97M-V with the def2-TZVPD basis set
Ru -0.220 0.363 -0.018
Ge -1.944 -0.635 1.393
Ge -2.242 -3.094 1.351
S -1.260 0.937 -2.485
S -3.087 0.202 -1.832
S -1.376 2.335 0.388
P -4.035 -0.305 -3.642
O 0.708 0.830 1.989
O 0.497 -1.625 0.049
O -4.024 -1.937 -3.497
O 3.925 -2.144 -1.050
O 4.102 -0.519 -2.619
O 1.395 1.266 -0.966
O -5.627 -0.111 -3.194
N -1.072 4.624 1.582
N 0.334 3.062 2.448
C 2.321 0.511 4.154
C -0.591 3.350 1.547
C 4.830 -1.501 -1.909
C -4.314 1.213 1.711
C 3.589 1.702 0.658
C 0.721 6.222 2.211
C 1.796 1.755 3.819
C 2.672 1.622 -4.167
C 5.385 -2.500 -2.912
C -1.323 0.018 6.152
C 4.577 2.225 1.487
C 4.936 2.174 -1.264
C 0.864 1.852 2.650
C 1.097 -2.663 -2.089
C 2.784 -1.302 -0.821
C -5.642 1.609 1.588
C 1.899 -5.856 0.574
C 1.575 -3.767 -4.190
C -0.413 -2.442 -3.963
C 2.526 2.059 -2.858
C -1.584 1.103 5.323
C 2.111 4.296 -3.684
C 3.659 1.509 5.886
C 2.185 2.869 4.551
C 3.242 0.386 5.182
C -3.876 -0.039 1.267
C -1.391 -1.423 4.221
C -1.688 -0.353 3.370
C -6.172 -0.496 0.576
C 5.748 2.730 0.936
C 1.954 -3.474 0.144
C -0.931 -4.328 2.191
C -1.757 0.915 3.958
C 2.820 -0.317 -2.001
C -6.119 1.195 -2.916
C 3.227 -4.435 1.967
C -0.586 5.538 2.607
C 5.925 2.700 -0.442
C 3.118 2.747 5.572
C -1.209 -1.246 5.591
C 1.479 -4.746 -0.150
C 0.412 -3.238 -4.741
C -4.837 -0.870 0.682
C 3.753 1.674 -0.722
C -1.854 5.209 0.503
C 2.537 2.514 -5.230
C 5.962 -0.887 -1.089
C 2.595 1.156 -1.608
C 2.268 3.852 -4.995
C -0.073 -2.164 -2.643
C -3.871 -3.708 2.341
C 2.237 3.406 -2.632
C -3.358 5.134 0.751
C 2.790 -5.709 1.626
C -6.580 0.752 1.026
C 1.914 -3.483 -2.875
C 1.517 -2.233 -0.664
C 2.804 -3.333 1.240
C -4.375 -2.762 -4.598
C -2.537 -3.805 -0.470
C -3.821 -4.150 -4.351
C -6.779 1.801 -4.143
H -1.292 -2.418 3.804
H 2.660 1.329 1.064
H 3.433 3.624 6.126
H 6.513 3.159 1.574
H 5.550 -0.271 -0.290
H -1.931 1.785 3.337
H -3.971 -2.341 -5.527
H 2.893 -0.747 0.116
H -1.705 -3.525 -1.117
H -4.529 -1.826 0.275
H -2.625 -4.896 -0.457
H 4.570 -2.892 -3.519
H -2.734 -4.113 -4.278
H -1.367 6.280 2.793
H -4.794 -3.230 2.011
H -7.239 2.761 -3.894
H -6.838 1.080 -2.104
H 6.099 -1.994 -3.563
H -3.689 4.096 0.697
H -6.888 -1.176 0.128
H 2.219 -4.401 -4.791
H -3.445 -3.379 -0.906
H 3.146 -2.346 1.529
H 3.907 -4.297 2.800
H -3.974 -4.791 2.213
H -5.466 -2.796 -4.687
H 0.158 -3.450 -5.775
H 1.897 5.340 -3.485
H -0.977 -2.098 6.221
H 2.651 2.156 -6.247
H 5.080 2.150 -2.337
H -1.543 6.253 0.403
H 0.775 -4.883 -0.961
H 1.524 -6.839 0.313
H 1.089 6.860 3.019
H 4.419 2.246 2.561
H 6.596 -0.264 -1.722
H 0.048 -3.871 2.347
H -3.605 1.907 2.141
H -5.950 2.594 1.927
H 1.467 5.456 1.995
H -6.040 1.958 -4.932
H 6.555 -1.690 -0.645
H -0.800 -5.202 1.555
H 4.407 1.420 6.665
H -4.107 -4.819 -5.166
H -3.755 -3.499 3.410
H 0.586 6.837 1.318
H -3.613 5.537 1.735
H -0.704 -1.536 -2.035
H -1.326 -4.655 3.158
H -0.427 4.966 3.518
H -4.210 -4.539 -3.409
H 1.760 3.832 4.298
H 2.900 0.584 -4.372
H 3.639 -0.590 5.432
H -1.319 -2.015 -4.377
H 2.093 3.737 -1.610
H -7.616 1.062 0.935
H -1.625 4.692 -0.427
H 2.042 -0.564 -2.723
H -1.649 2.101 5.745
H 3.134 -6.575 2.181
H -7.548 1.127 -4.527
H 5.876 -3.321 -2.387
H 2.821 -3.885 -2.444
H 1.981 -0.346 3.586
H -5.311 1.837 -2.553
H 2.162 4.543 -5.824
H -3.894 5.709 -0.008
H 6.835 3.093 -0.881
H -1.205 0.158 7.220
```



Density functional theory data (ωB97M-V with the def2-TZVPD basis set) for a cluster of 12 separate species, C62H79Br2N11O6P in total in a non-equilibrium geometry.

Output
* net charge: +1
* orbital gap: 5.715 eV

Structure (XYZ):
```
161
C62H79Br2N11O6P, DFT ωB97M-V with the def2-TZVPD basis set
Br 2.149 -0.758 -0.485
Br -2.299 -0.601 -1.807
P 0.011 -3.098 0.073
O 0.454 -0.911 2.273
O -0.394 -0.903 5.111
O 2.678 -3.958 -1.203
O 1.154 -2.205 3.971
O -5.616 -5.631 2.496
O 0.454 -4.305 -1.019
N 4.953 -6.068 -4.895
N -3.554 2.904 -6.848
N -3.882 3.395 -3.005
N 2.588 -6.534 5.811
N 5.091 -6.093 11.281
N 3.309 4.171 -0.014
N -2.208 9.707 -5.954
N 3.659 9.000 -0.409
N -2.550 -6.192 -2.431
N -5.132 8.190 -4.215
N 2.060 5.690 5.164
C -1.314 8.939 -6.652
C 4.537 -4.741 12.948
C -4.377 -4.901 2.446
C -4.076 4.932 -1.421
C 2.087 -7.873 1.609
C -1.835 -3.352 0.298
C 5.403 -4.044 12.066
C 2.696 6.881 4.941
C 4.361 -6.001 12.436
C 2.863 5.298 0.620
C -0.084 -1.972 4.719
C 2.957 -7.127 6.988
C -4.211 4.702 -2.765
C 2.046 4.909 1.650
C -0.295 1.110 -0.411
C 5.815 -6.847 -5.621
C 3.171 -6.931 -1.012
C -3.894 1.378 -8.419
C 0.767 -2.009 2.622
C -3.529 2.789 -1.829
C 2.369 7.733 5.965
C -4.034 -6.559 -4.037
C 2.849 -6.192 7.984
C 1.815 -4.704 -0.846
C -3.643 3.719 -0.826
C 0.851 -3.280 1.720
C 2.217 -6.089 -0.256
C 1.497 7.031 6.836
C -3.116 3.450 -8.025
C -1.880 8.629 -7.862
C 1.694 -6.587 1.005
C 2.402 -4.987 7.386
C 4.781 8.826 -2.313
C -7.090 8.909 -3.462
C -2.884 -5.882 -3.724
C 0.327 -1.455 -0.770
C 2.793 3.065 0.604
C -0.829 -0.376 -0.487
C -4.025 1.638 -7.080
C 2.002 3.491 1.641
C 4.593 8.256 -1.080
C 5.229 -7.107 -6.832
C 3.926 9.955 -2.391
C -5.767 8.753 -3.139
C -4.413 -7.304 -2.890
C -3.335 9.897 -6.709
C -3.483 -7.056 -1.916
C 3.063 -8.674 0.867
C -7.263 8.416 -4.781
C 3.577 -8.205 -0.435
C 3.969 -6.456 -6.842
C 3.827 -5.821 -5.635
C 2.251 -5.224 6.044
C -3.317 2.528 -9.018
C -2.126 -4.662 1.138
C -1.047 -3.231 4.976
C 3.244 10.034 -1.204
C -6.040 7.978 -5.218
C 1.323 5.775 6.314
C -3.162 9.237 -7.898
C 5.725 -4.902 11.046
C -3.673 -5.026 1.040
H -3.076 2.663 -10.061
H 5.749 -3.028 12.167
H 3.068 -6.355 9.027
H -5.390 -6.561 2.680
H -4.413 1.035 -6.274
H 5.458 8.471 -3.075
H -1.344 -3.192 6.049
H -5.222 8.994 -2.240
H 5.122 -5.729 -3.964
H 3.782 -6.838 12.793
H 0.178 1.244 0.599
H 1.538 5.569 2.336
H -8.182 8.386 -5.346
H 3.030 2.073 0.255
H -0.453 -4.165 4.790
H -3.531 3.361 -5.955
H 2.123 4.879 4.573
H 3.163 6.276 0.283
H 6.350 -4.770 10.177
H -1.853 -4.500 2.215
H 1.652 -8.159 2.591
H 3.821 10.632 -3.224
H -0.357 8.680 -6.228
H 0.741 4.937 6.662
H -2.218 -3.555 -0.748
H 0.950 -5.987 1.578
H -1.747 -5.842 -1.939
H 6.766 -7.149 -5.212
H -1.306 -0.571 0.514
H 3.571 -6.601 -1.999
H -4.152 7.967 -4.261
H 4.301 -8.867 -0.970
H 1.943 -3.543 1.602
H -3.401 -7.419 -0.904
H 2.567 -6.987 4.915
H -4.547 -6.523 -4.984
H 0.368 1.398 -1.259
H 3.248 -6.452 -7.644
H 3.921 4.158 -0.812
H -2.352 -2.437 0.677
H -1.423 8.032 -8.637
H -3.230 1.753 -1.807
H -4.180 0.464 -8.915
H 3.327 7.018 4.077
H -3.877 9.197 -8.706
H 1.452 2.854 2.319
H 5.042 7.388 -0.623
H -4.126 -4.279 0.332
H 2.213 -4.049 7.885
H 1.048 7.405 7.743
H 3.376 -9.635 1.332
H -1.216 1.763 -0.407
H -1.901 -3.108 4.258
H 4.094 -4.362 13.855
H -4.648 -3.828 2.638
H -2.702 4.446 -8.052
H 0.310 -4.101 2.274
H -3.687 -5.269 3.261
H -3.897 2.948 -3.904
H 5.152 -6.908 10.696
H -4.266 5.868 -0.920
H -4.514 5.352 -3.571
H -7.850 9.328 -2.822
H 0.251 -1.671 -1.877
H 5.659 -7.698 -7.625
H -5.736 7.535 -6.153
H -4.159 10.482 -6.334
H 2.504 10.736 -0.856
H 3.264 -8.160 7.014
H -3.814 -6.056 0.634
H -5.273 -7.948 -2.791
H 3.329 8.816 0.523
H 3.026 -5.218 -5.240
H 2.716 8.748 6.075
H -3.437 3.548 0.219
H -1.552 -5.556 0.761
H 1.931 -4.577 5.242
H -2.275 -5.209 -4.306
H -2.061 10.075 -5.030
```



Density functional theory data (ωB97M-V with the def2-TZVPD basis set) for a structure of composition C62H88F5N2O17Pb in a non-equilibrium geometry.

Output
* ⟨S²⟩: 0.76
* orbital gap (alpha / beta): 5.097 / 4.037 eV
* 2S+1: 2

Structure (XYZ):
```
175
C62H88F5N2O17Pb, DFT ωB97M-V with the def2-TZVPD basis set
Pb 1.993 4.125 -1.824
F -6.741 1.720 -5.093
F 0.204 -3.651 -8.043
F -3.237 0.324 -7.300
F 5.400 -1.716 3.980
F -2.287 -3.814 2.775
O 3.867 -2.368 -3.030
O -1.915 1.310 5.800
O 0.353 5.830 -3.092
O 4.530 3.859 -0.335
O -4.032 3.107 1.653
O -4.976 -6.064 0.745
O 1.949 5.180 4.399
O -3.385 -5.452 -0.756
O 3.729 -2.272 -0.955
O -2.789 -6.576 0.903
O -2.261 2.673 3.950
O 1.105 2.617 0.045
O 2.977 3.255 4.525
O 3.686 2.857 -3.332
O 2.963 4.447 2.547
O 2.337 -3.666 -1.958
O -3.641 0.893 4.355
N -1.661 4.517 1.540
N 0.263 1.437 0.095
C -2.382 0.031 6.062
C 4.814 -1.385 -2.828
C -1.140 0.203 -8.518
C 3.173 1.967 -4.312
C -1.254 -4.263 3.513
C 2.502 3.498 5.875
C 0.809 0.482 -7.117
C 7.074 -0.436 4.947
C 0.498 0.520 1.320
C -3.934 -1.457 4.644
C -3.710 -0.103 5.391
C 0.429 -5.900 -5.182
C -1.295 0.547 -6.105
C 5.093 0.603 3.996
C 0.101 0.663 -5.979
C -7.600 -1.568 -3.635
C -0.932 0.047 1.828
C 0.300 -5.458 -6.485
C 6.970 1.913 4.703
C -1.585 -0.624 0.534
C 0.387 -0.101 -1.913
C 2.736 4.301 3.708
C -1.420 -5.541 4.216
C 1.511 -0.573 1.066
C 0.097 -3.695 -4.334
C 5.651 -0.957 -0.309
C -5.217 2.326 1.572
C 4.456 -1.050 -1.314
C 1.012 1.289 2.583
C -0.095 -3.472 3.581
C -0.076 -3.177 -5.660
C -1.915 0.341 -7.319
C 5.710 1.861 4.154
C -1.453 -4.055 -1.201
C -0.131 5.191 -4.249
C 0.295 0.232 -8.348
C -1.551 -6.046 0.448
C 0.161 -4.066 -6.755
C -0.312 -6.008 4.912
C -2.247 5.838 -0.537
C -2.581 1.765 4.674
C 3.666 3.168 6.838
C 0.340 -5.052 -4.123
C -5.319 0.183 -3.767
C 5.824 -0.529 4.377
C -7.722 -0.239 -4.167
C -2.776 5.036 0.760
C -3.927 4.067 0.572
C -3.828 -6.012 0.321
C 7.609 0.792 5.292
C -1.970 -5.448 -0.875
C 5.004 2.660 0.225
C 3.255 -2.850 -2.009
C 0.964 -4.008 4.302
C -5.257 -1.042 -3.085
C -0.760 1.986 -2.243
C 0.801 -5.192 5.010
C 2.010 4.969 5.694
C -6.584 0.558 -4.381
C -1.720 0.357 -0.568
C -6.352 -1.913 -3.057
C -0.370 0.958 -1.155
H -1.052 1.494 -3.171
H -2.019 4.019 2.342
H -3.286 5.681 1.476
H 2.468 -0.197 0.705
H 0.326 -1.044 -1.368
H 7.468 2.849 4.910
H 8.562 0.863 5.794
H 4.177 2.218 6.680
H 1.852 0.736 -7.003
H -4.615 0.106 5.961
H -1.433 6.527 -0.310
H -1.685 0.834 1.879
H 1.003 5.055 6.103
H 1.872 -3.468 4.526
H 0.540 -5.361 -3.107
H -0.848 -0.668 2.646
H -0.193 -2.110 -5.773
H -1.071 -1.545 0.263
H 4.726 -0.406 -3.298
H -1.888 0.889 -5.270
H -6.266 -2.821 -2.479
H -3.654 3.588 -0.368
H 0.089 4.128 -4.147
H -4.813 -1.358 4.006
H 0.537 0.782 -4.998
H 2.393 2.390 -4.945
H 4.430 1.790 -0.095
H 4.110 0.455 3.575
H 0.016 -2.535 3.055
H -1.849 -6.087 -1.749
H 3.139 2.995 7.776
H 6.048 2.530 -0.061
H -1.313 -5.231 1.132
H -2.124 -3.581 -1.917
H -2.577 -0.948 0.848
H 0.907 -0.012 -9.203
H 0.291 2.092 2.739
H 0.195 -3.006 -3.508
H 6.069 -1.939 -0.085
H -1.467 -3.367 -0.356
H 0.400 5.328 -5.191
H 5.266 2.752 3.735
H 3.922 1.407 -4.872
H -1.622 -0.143 -9.421
H 1.631 -1.072 2.027
H -1.172 3.831 0.982
H 5.823 -1.797 -2.845
H -2.167 -0.197 -1.394
H 7.588 -1.306 5.331
H 0.043 -0.235 -2.938
H -0.455 -6.996 5.326
H -2.830 6.386 -1.278
H -6.092 2.964 1.444
H -0.449 -4.021 -1.622
H 2.743 5.644 6.136
H 1.081 0.763 3.535
H 3.848 -0.148 -1.244
H -5.260 1.625 2.405
H 1.270 -1.449 0.463
H -1.184 5.374 -4.464
H -1.611 -0.730 5.943
H 1.363 0.290 -2.202
H -2.420 1.151 -0.312
H -1.884 5.089 -1.241
H -4.101 -2.078 5.524
H -4.410 -1.454 -2.557
H 0.459 -6.298 -7.146
H 2.613 1.168 -3.827
H 6.427 -0.239 -0.574
H 4.323 4.007 7.066
H 0.839 -6.871 -4.943
H -4.806 4.675 0.360
H 4.872 2.826 1.294
H 5.205 -0.538 0.593
H -0.988 5.248 1.723
H -1.377 2.870 -2.076
H -2.297 -6.159 4.093
H 1.567 -5.626 5.635
H -8.614 0.220 -4.567
H 1.639 2.840 5.975
H -0.782 -6.819 0.469
H -5.135 1.598 0.765
H 0.170 2.371 -2.661
H -3.198 -1.803 3.919
H -2.631 0.096 7.121
H 1.909 1.883 2.411
H -4.410 0.765 -3.758
H -8.442 -2.237 -3.534
```